1.
A structure of composition C43H40MnN7O4S4. Source: the OMol25 dataset; level of theory: ωB97M-V/def2-TZVPD.

Positions of all 99 atoms, in Å:
Mn1 0.9775 0.9922 0.7376
C1 0.0189 3.2075 -1.7994
C2 1.4668 3.2582 -1.4276
C3 2.2871 4.1949 -2.0590
C4 3.6423 4.2087 -1.8249
C5 4.1824 3.2369 -0.9907
C6 3.3341 2.3446 -0.3801
N1 1.9810 2.3810 -0.5431
C7 3.8313 1.2525 0.4788
C8 5.1549 0.8998 0.6742
C9 5.4368 -0.1725 1.5086
C10 4.4129 -0.8522 2.1538
C11 3.1103 -0.4428 1.9301
N2 2.8597 0.5655 1.0876
C12 1.9115 -0.9483 2.6275
C13 1.9330 -2.0939 3.3819
C14 0.8038 -2.4189 4.1284
C15 -0.2592 -1.5522 4.1212
C16 -0.2444 -0.4030 3.3230
C17 -1.4050 0.5350 3.4088
N3 0.8153 -0.1362 2.5360
H1 -0.1268 3.7153 -2.7499
H2 -0.6067 3.7096 -1.0610
H3 -0.3165 2.1773 -1.9089
H4 1.8345 4.9018 -2.7400
H5 4.2797 4.9411 -2.3019
H6 5.2478 3.1892 -0.8233
H7 5.9550 1.4397 0.1911
H8 6.4645 -0.4671 1.6742
H9 4.6331 -1.6568 2.8394
H10 2.8128 -2.7204 3.4071
H11 0.7805 -3.3190 4.7276
H12 -1.1324 -1.7417 4.7285
H13 -2.0213 0.2667 4.2631
H14 -2.0353 0.4742 2.5237
H15 -1.0681 1.5607 3.5470
O1 -4.9664 9.0140 2.1126
S1 -4.3151 7.8669 2.6891
O2 -2.8654 7.8723 2.6102
O3 -4.8411 7.4087 3.9609
C18 -4.7658 6.4803 1.6135
N4 -5.9639 6.4336 1.0230
C19 -6.2251 5.3698 0.2829
C20 -5.3179 4.3234 0.1048
C21 -4.1156 4.4714 0.7709
N5 -3.8454 5.5360 1.5134
C22 -2.9904 3.5095 0.7429
C23 -1.8109 3.8823 1.4107
C24 -0.7615 3.0100 1.4198
N6 -0.7820 1.8324 0.7586
C25 -1.9027 1.4633 0.1181
C26 -3.0204 2.2672 0.1066
H16 -7.1968 5.3421 -0.1977
H17 -5.5628 3.4733 -0.5160
H18 -1.7769 4.8380 1.9214
H19 0.1557 3.2557 1.9500
H20 -1.8834 0.5001 -0.3732
H21 -3.9072 1.9214 -0.4057
S2 -2.3060 -1.9438 1.1695
C27 -3.1902 -3.3330 1.4377
N7 -4.4731 -3.5141 1.1579
C28 -5.0179 -4.8633 1.2936
C29 -4.1189 -5.5690 2.3058
S3 -2.4922 -4.7687 2.1320
H22 -4.9867 -2.7738 0.7044
H23 -5.0005 -5.3673 0.3252
H24 -6.0463 -4.8151 1.6454
H25 -4.0268 -6.6307 2.0955
H26 -4.4696 -5.4332 3.3263
O4 0.6538 -0.5110 -0.5076
S4 0.3349 -1.9118 -1.0650
C30 1.8836 -2.8111 -0.8882
C31 1.6709 -4.2240 -1.3633
C32 0.7045 -5.0241 -0.7556
C33 0.4960 -6.3200 -1.2009
C34 1.2538 -6.8249 -2.2492
C35 2.2221 -6.0337 -2.8507
C36 2.4277 -4.7332 -2.4128
C37 0.2503 -1.6895 -2.8557
C38 1.4846 -1.1694 -3.5316
C39 1.9932 0.0938 -3.2342
C40 3.1325 0.5586 -3.8729
C41 3.7699 -0.2281 -4.8236
C42 3.2590 -1.4793 -5.1359
C43 2.1231 -1.9489 -4.4905
H27 2.0834 -2.7611 0.1852
H28 2.6645 -2.2821 -1.4363
H29 0.1124 -4.6346 0.0669
H30 -0.2537 -6.9385 -0.7260
H31 1.0949 -7.8383 -2.5922
H32 2.8211 -6.4306 -3.6595
H33 3.1873 -4.1171 -2.8788
H34 -0.6167 -1.0359 -2.9820
H35 -0.0322 -2.6799 -3.2208
H36 1.4837 0.7162 -2.5105
H37 3.5147 1.5470 -3.6458
H38 4.6509 0.1393 -5.3323
H39 3.7392 -2.0887 -5.8897
H40 1.7275 -2.9262 -4.7400

Values from the calculation:
- M (Da) = 902.04
- <S²> = 6.0581
- net charge = +2
- spin multiplicity = 5
- HOMO-LUMO gap (spin up / spin down) (eV) = 1.99 / 2.61

---

2.
A structure of composition C43H40N2O3. Source: the OMol25 dataset; level of theory: ωB97M-V/def2-TZVPD.

Positions of all 88 atoms, in Å:
C1 2.2381 -3.8650 -4.6110
N1 1.6533 -2.7755 -3.8597
C2 0.8284 -1.8737 -4.4829
O1 0.6347 -1.8084 -5.6934
C3 0.2687 -0.9523 -3.4019
C4 -1.2577 -1.0105 -3.3134
C5 -1.8816 -0.3676 -4.5290
C6 -2.7037 -1.1019 -5.3875
C7 -3.2021 -0.5028 -6.5460
C8 -2.9082 0.8388 -6.8217
C9 -2.0724 1.5675 -5.9670
C10 -1.5805 0.9713 -4.8012
N2 0.9254 -1.4502 -2.1984
C11 0.7475 -0.8084 -1.0211
C12 0.9625 -1.3917 0.2220
C13 0.9084 -0.8081 1.4749
C14 1.2810 -1.4946 2.6606
C15 1.0150 -1.0113 3.9684
C16 1.0479 -1.8819 5.0433
C17 1.5253 -3.1888 4.8861
C18 2.0160 -3.6008 3.6416
C19 1.9674 -2.7355 2.5544
C20 1.5574 -2.7720 -2.4027
C21 0.6373 -3.9181 -1.9418
C22 2.9423 -2.8830 -1.7571
H1 2.2214 -3.6109 -5.6682
H2 3.2718 -4.0158 -4.3003
H3 1.6876 -4.8017 -4.4758
H4 0.6160 0.0733 -3.6231
H5 -1.5721 -2.0657 -3.2139
H6 -1.5631 -0.4729 -2.3994
H7 -2.9112 -2.1463 -5.1490
H8 -3.8066 -1.0874 -7.2378
H9 -3.3283 1.3226 -7.7039
H10 -1.7851 2.5958 -6.1978
H11 -0.9352 1.5251 -4.1096
H12 0.3712 0.2152 -1.1151
H13 1.1873 -2.4604 0.1960
H14 0.5325 0.2883 1.6747
H15 0.8110 0.0531 4.1102
H16 0.6977 -1.5444 6.0240
H17 1.5515 -3.8778 5.7222
H18 2.4390 -4.5976 3.5007
H19 2.4523 -3.0072 1.6167
H20 -0.2868 -3.9388 -2.5379
H21 1.1671 -4.8699 -2.0817
H22 0.3754 -3.8154 -0.8848
H23 3.6292 -2.1975 -2.2654
H24 2.9086 -2.6272 -0.6977
H25 3.3056 -3.9121 -1.8592
C23 -3.8149 -0.3793 3.8459
C24 -3.6549 -0.4377 2.4582
C25 -2.5172 0.0892 1.8486
C26 -1.5276 0.7197 2.6098
C27 -0.2919 1.2926 1.9739
C28 -0.3084 1.8677 0.5890
C29 1.0480 2.2747 0.0110
C30 2.3011 1.8416 0.4918
C31 3.4713 2.3912 -0.0210
C32 3.4103 3.2494 -1.1177
C33 2.1781 3.5225 -1.7286
C34 1.0056 2.9926 -1.2007
O2 -1.3259 1.9275 -0.1168
C35 0.3448 2.3060 2.9016
C36 -0.4904 3.3910 3.4985
C37 -1.8348 3.6379 3.1730
C38 -2.6678 4.3596 4.0237
C39 -2.1685 4.9288 5.1967
C40 -0.8036 4.7962 5.4792
C41 0.0292 4.0649 4.6255
O3 1.5448 2.1729 3.2288
C42 -1.6630 0.7085 4.0129
C43 -2.7804 0.1413 4.6307
H26 -4.6800 -0.8304 4.3286
H27 -4.4020 -0.9248 1.8475
H28 -2.3631 0.0099 0.7818
H29 2.3531 1.1027 1.2855
H30 4.4238 2.1300 0.4346
H31 4.3246 3.6763 -1.5279
H32 2.1084 4.1380 -2.6234
H33 0.0367 3.1854 -1.6665
H34 -2.2539 3.1790 2.2865
H35 -3.7297 4.4404 3.8027
H36 -2.8403 5.4265 5.9051
H37 -0.4113 5.2265 6.4031
H38 1.0721 3.9512 4.9053
H39 -0.8931 1.1374 4.6569
H40 -2.8165 0.0933 5.7265

Values from the calculation:
- M (Da) = 632.80
- net charge = 0
- spin multiplicity = 1
- HOMO-LUMO gap (eV) = 4.89
- energy relative to the best compared isomer or geometry (same formula, charge and spin) (kcal/mol) = 20.86

---

3.
A structure of composition C43H40N4O5PS2Se2Ta. Source: the OMol25 dataset; level of theory: ωB97M-V/def2-TZVPD.

Positions of all 98 atoms, in Å:
Ta1 -0.5705 -0.2770 0.2773
S1 -0.0332 -2.5619 0.9776
C1 -0.6268 -3.6571 -0.2475
C2 -0.1865 -4.9781 -0.3070
C3 -0.6867 -5.8318 -1.2753
C4 -1.6285 -5.3784 -2.1954
C5 -2.0708 -4.0674 -2.1453
C6 -1.5680 -3.2051 -1.1765
S2 -2.1476 -1.5555 -1.0377
H1 0.5499 -5.3234 0.4070
H2 -0.3379 -6.8551 -1.3183
H3 -2.0150 -6.0489 -2.9512
H4 -2.8025 -3.7037 -2.8553
Se1 1.4032 3.0145 2.8524
P1 1.1577 3.6068 0.8463
Se2 0.1527 2.2685 -0.6007
C7 2.7546 4.0332 0.0744
C8 3.3265 3.2659 -0.9323
C9 4.5781 3.5986 -1.4328
C10 5.2557 4.7014 -0.9373
C11 4.6815 5.4761 0.0636
C12 3.4371 5.1426 0.5701
C13 0.2209 5.1754 0.6882
C14 -0.1545 5.8841 1.8227
C15 -0.8575 7.0777 1.7008
C16 -1.1793 7.5717 0.4460
C17 -0.7889 6.8744 -0.6926
C18 -0.0916 5.6833 -0.5721
H5 2.7923 2.4163 -1.3358
H6 5.0155 2.9930 -2.2164
H7 6.2300 4.9613 -1.3306
H8 5.2067 6.3382 0.4536
H9 3.0003 5.7383 1.3635
H10 0.1000 5.4866 2.7981
H11 -1.1484 7.6216 2.5903
H12 -1.7218 8.5036 0.3518
H13 -1.0210 7.2649 -1.6756
H14 0.2134 5.1434 -1.4615
O1 -0.0599 -0.5623 6.4237
C19 -1.3577 -0.7306 6.2098
O2 -2.1453 -0.8643 7.1103
C20 -1.8180 -0.7586 4.7935
C21 -3.1201 -1.0097 4.4165
N1 -3.1589 -0.9480 3.0709
N2 -1.9699 -0.6753 2.5475
C22 -1.1450 -0.5542 3.5701
C23 0.2670 -0.2612 3.2175
O3 1.1709 -0.2833 4.0160
O4 0.4040 0.0065 1.9325
H15 0.4653 -0.4863 5.5903
H16 -3.9845 -1.2284 5.0190
H17 -3.9396 -1.1081 2.4536
C24 -2.4353 2.6406 2.4420
N3 -2.9691 2.9285 1.1190
C25 -3.4323 4.3056 0.9651
C26 -4.2761 4.4545 -0.2792
C27 -3.5043 3.8678 -1.4390
N4 -3.1363 2.4858 -1.1516
C28 -2.8642 1.6781 -2.3265
C29 -2.7840 2.1021 0.0810
O5 -2.3445 0.9138 0.2949
H18 -2.0236 1.6429 2.4750
H19 -3.2333 2.7296 3.1813
H20 -1.6394 3.3482 2.6817
H21 -2.5645 4.9690 0.9258
H22 -3.9997 4.5581 1.8622
H23 -4.4961 5.5059 -0.4597
H24 -5.2238 3.9242 -0.1609
H25 -2.5960 4.4483 -1.6370
H26 -4.1024 3.8597 -2.3498
H27 -2.0136 2.0917 -2.8749
H28 -3.7433 1.6848 -2.9717
H29 -2.6495 0.6503 -2.0583
C30 3.5640 -0.6143 -5.7452
C31 4.0304 -0.2254 -4.4970
C32 3.1874 -0.2182 -3.3971
C33 1.8486 -0.6034 -3.5228
C34 1.3902 -0.9691 -4.7919
C35 2.2347 -0.9846 -5.8895
C36 0.8687 -0.5870 -2.4211
C37 1.0605 -0.6182 -1.0909
C38 2.3986 -0.9075 -0.5029
C39 3.0124 -2.1252 -0.8020
C40 4.2670 -2.4236 -0.3001
C41 4.9255 -1.5158 0.5213
C42 4.3084 -0.3195 0.8521
C43 3.0479 -0.0225 0.3528
H30 4.2297 -0.6215 -6.5985
H31 5.0638 0.0750 -4.3763
H32 3.5754 0.0955 -2.4379
H33 0.3505 -1.2537 -4.9093
H34 1.8543 -1.2834 -6.8580
H35 -0.1555 -0.5149 -2.7848
H36 2.4950 -2.8299 -1.4424
H37 4.7329 -3.3693 -0.5466
H38 5.9054 -1.7510 0.9163
H39 4.7971 0.3857 1.5126
H40 2.5667 0.8986 0.6530

Values from the calculation:
- M (Da) = 1126.79
- net charge = 0
- spin multiplicity = 1
- HOMO-LUMO gap (eV) = 6.81
- energy relative to the best compared isomer or geometry (same formula, charge and spin) (kcal/mol) = 12.79

---

4.
A structure of composition C43H41N3O5Se2Ti. Source: the OMol25 dataset; level of theory: ωB97M-V/def2-TZVPD.

Positions of all 95 atoms, in Å:
Ti1 0.5180 0.1063 0.0048
C1 -1.5815 4.2668 3.8476
C2 -1.7792 2.8076 4.2357
C3 -2.4738 2.6548 5.5647
O1 -2.5180 2.1043 3.2417
C4 -1.6042 1.7922 2.2163
C5 -0.2266 1.6757 2.9719
O2 -0.5304 2.1315 4.2733
C6 0.6448 0.4009 3.0573
O3 0.9366 0.0850 1.6905
C7 1.9617 0.8047 3.7249
C8 2.0700 0.8056 5.1115
C9 3.2424 1.2240 5.7202
C10 4.3220 1.6371 4.9517
C11 4.2214 1.6298 3.5697
C12 3.0444 1.2189 2.9584
C13 0.0711 -0.8279 3.7431
C14 -1.0409 -0.7940 4.5732
C15 -1.4557 -1.9426 5.2341
C16 -0.7716 -3.1349 5.0643
C17 0.3376 -3.1757 4.2292
C18 0.7624 -2.0262 3.5838
C19 -2.2237 0.7487 1.2595
O4 -1.2209 0.3964 0.3089
C20 -3.3235 1.4026 0.4031
C21 -3.8661 0.6178 -0.6159
C22 -4.7971 1.1382 -1.4957
C23 -5.2129 2.4600 -1.3669
C24 -4.6972 3.2387 -0.3466
C25 -3.7569 2.7138 0.5375
C26 -2.8181 -0.4876 1.9266
C27 -2.2351 -1.7395 1.8080
C28 -2.8475 -2.8627 2.3458
C29 -4.0474 -2.7404 3.0259
C30 -4.6278 -1.4867 3.1684
C31 -4.0244 -0.3694 2.6137
H1 -2.5470 4.7635 3.7524
H2 -1.0404 4.3630 2.9047
H3 -0.9997 4.7710 4.6178
H4 -3.4360 3.1647 5.5400
H5 -1.8619 3.0963 6.3498
H6 -2.6364 1.6023 5.7884
H7 -1.4763 2.6744 1.5776
H8 0.4468 2.3944 2.4865
H9 1.2341 0.4777 5.7153
H10 3.3160 1.2213 6.7998
H11 5.2397 1.9541 5.4293
H12 5.0636 1.9350 2.9615
H13 2.9864 1.1932 1.8781
H14 -1.5939 0.1210 4.7042
H15 -2.3247 -1.9013 5.8782
H16 -1.0965 -4.0277 5.5827
H17 0.8857 -4.1001 4.0967
H18 1.6498 -2.0478 2.9629
H19 -3.5546 -0.4165 -0.7072
H20 -5.2125 0.5113 -2.2745
H21 -5.9476 2.8694 -2.0476
H22 -5.0308 4.2609 -0.2225
H23 -3.3984 3.3369 1.3455
H24 -1.2791 -1.8473 1.3241
H25 -2.3716 -3.8300 2.2449
H26 -4.5270 -3.6138 3.4483
H27 -5.5649 -1.3794 3.6993
H28 -4.5002 0.5980 2.7026
Se1 3.2811 -2.0541 0.6708
Se2 2.9900 0.1475 -1.1878
C32 2.5803 1.9283 -0.6952
C33 3.4737 2.9989 -0.7340
C34 3.0182 4.2545 -0.3936
C35 1.6851 4.4291 -0.0205
C36 0.8665 3.3257 0.0215
N1 1.3076 2.0997 -0.2990
C37 1.6849 -2.7813 -0.0350
C38 1.6205 -4.1685 -0.2162
C39 0.4874 -4.7413 -0.7435
C40 -0.5776 -3.9253 -1.1231
C41 -0.4577 -2.5753 -0.9263
N2 0.6339 -2.0062 -0.3686
H29 4.4966 2.8240 -1.0346
H30 3.6906 5.1021 -0.4204
H31 1.2943 5.4021 0.2390
H32 -0.1752 3.4036 0.3022
H33 2.4795 -4.7686 0.0478
H34 0.4351 -5.8134 -0.8808
H35 -1.4804 -4.3299 -1.5565
H36 -1.2562 -1.8953 -1.1910
C42 -1.2554 2.2228 -2.5392
C43 -0.7254 0.8643 -2.8747
N3 -0.9534 0.3881 -4.0983
O5 -0.0733 0.1815 -2.0680
H37 -1.9685 2.5835 -3.2770
H38 -0.4125 2.9143 -2.4916
H39 -1.7330 2.1847 -1.5609
H40 -1.4665 0.9174 -4.7804
H41 -0.5602 -0.5020 -4.3596

Values from the calculation:
- M (Da) = 885.60
- <S²> = 0.7584
- net charge = +1
- spin multiplicity = 2
- HOMO-LUMO gap (spin up / spin down) (eV) = 7.00 / 6.48
- energy relative to the best compared isomer or geometry (same formula, charge and spin) (kcal/mol) = 8.86

---

5.
A structure of composition C43H42Cl2F6MoN7O3PS2Te. Source: the OMol25 dataset; level of theory: ωB97M-V/def2-TZVPD.

Positions of all 108 atoms, in Å:
Mo1 0.2986 0.3505 0.4172
C1 6.1202 1.1096 4.7380
C2 5.5784 0.4556 3.5003
C3 4.8994 -0.7546 3.5711
C4 4.2517 -1.2744 2.4610
C5 4.3294 -0.5878 1.2673
C6 5.0725 0.5794 1.1525
C7 5.6857 1.1037 2.2713
S1 3.3915 -1.0899 -0.1419
O1 4.2744 -1.0369 -1.2753
O2 2.7489 -2.3490 0.1330
N1 2.2023 0.0289 -0.2603
C8 2.3474 1.2283 -0.8940
C9 3.2936 1.6041 -1.8555
C10 3.1564 2.8467 -2.4410
C11 2.1036 3.6806 -2.0747
C12 1.2178 3.2372 -1.1154
N2 1.3451 2.0496 -0.5342
H1 5.3938 1.8575 5.0653
H2 7.0581 1.6262 4.5341
H3 6.2705 0.3969 5.5482
H4 4.8351 -1.2717 4.5204
H5 3.6774 -2.1896 2.5143
H6 5.1304 1.0767 0.1933
H7 6.2093 2.0489 2.2100
H8 4.0630 0.9064 -2.1439
H9 3.8728 3.1602 -3.1897
H10 1.9671 4.6535 -2.5243
H11 0.3952 3.8501 -0.7672
C13 -3.4601 1.3987 -4.7869
N3 -2.4438 1.9475 -3.8968
N4 -2.4658 1.4188 -2.6035
C14 -1.1703 1.1589 -2.2040
O3 -0.8621 0.7372 -1.0676
C15 -0.3352 1.4716 -3.3031
C16 -1.1184 1.9101 -4.3149
C17 -0.7574 2.2992 -5.7013
C18 -3.6019 1.6032 -1.7944
C19 -4.4631 2.6788 -2.0258
C20 -5.5558 2.8743 -1.2019
C21 -5.8132 2.0024 -0.1523
C22 -4.9888 0.9035 0.0368
C23 -3.8918 0.6942 -0.7811
H12 -4.4433 1.5365 -4.3443
H13 -3.3032 0.3316 -4.9736
H14 -3.4104 1.9397 -5.7286
H15 0.7332 1.3404 -3.3047
H16 0.3161 2.4545 -5.7676
H17 -1.2690 3.2163 -5.9941
H18 -1.0349 1.5140 -6.4079
H19 -4.2495 3.3681 -2.8315
H20 -6.2058 3.7209 -1.3806
H21 -6.6483 2.1826 0.5112
H22 -5.1913 0.1857 0.8208
H23 -3.2619 -0.1733 -0.6341
F1 0.7910 3.0513 1.9072
P1 2.2616 3.2296 2.6125
F2 3.7139 3.3986 3.3109
F3 1.6591 2.6929 4.0053
F4 2.6382 1.7090 2.1691
F5 2.8836 3.7596 1.2064
F6 1.8680 4.7458 3.0038
C24 4.7701 -3.7903 -4.1885
C25 3.4522 -3.9774 -3.4990
C26 3.1099 -5.1875 -2.9009
C27 1.8754 -5.2417 -2.2811
N5 1.0704 -4.1932 -2.1978
C28 1.4950 -3.0530 -2.7771
S2 0.4723 -1.6634 -2.6803
N6 2.6314 -2.9374 -3.4755
H24 5.0409 -4.6674 -4.7774
H25 5.5355 -3.6344 -3.4258
H26 4.7303 -2.9074 -4.8213
H27 3.7714 -6.0420 -2.9436
H28 1.4947 -6.1575 -1.8376
Cl1 1.7748 -0.5894 4.8186
C29 0.2731 0.2281 4.6416
C30 -0.4092 0.6504 5.7614
C31 -1.6351 1.2952 5.6461
C32 -2.1590 1.5443 4.3849
C33 -1.4531 1.1400 3.2776
Cl2 -2.0214 1.4439 1.6754
C34 -0.2048 0.4657 3.3309
N7 0.3787 0.1289 2.1859
H29 0.0274 0.4762 6.7353
H30 -2.1716 1.6093 6.5303
H31 -3.1021 2.0600 4.2632
C35 -6.5204 -2.4650 1.5352
C36 -5.0489 -2.4558 1.2171
C37 -4.6003 -2.5760 -0.0880
C38 -3.2437 -2.5581 -0.4050
C39 -2.8728 -2.6793 -1.8605
C40 -2.2896 -2.4137 0.6132
Te1 -0.1507 -2.3548 0.1805
C41 -2.7354 -2.3278 1.9426
C42 -1.7996 -2.2485 3.1231
C43 -4.0983 -2.3376 2.2206
H32 -7.1101 -2.4124 0.6204
H33 -6.7883 -1.6185 2.1699
H34 -6.7954 -3.3776 2.0684
H35 -5.3231 -2.6879 -0.8904
H36 -3.4533 -3.4755 -2.3301
H37 -1.8154 -2.8971 -1.9853
H38 -3.0906 -1.7463 -2.3900
H39 -0.7624 -2.1397 2.8114
H40 -1.8795 -3.1623 3.7166
H41 -2.0642 -1.4071 3.7653
H42 -4.4145 -2.2585 3.2563

Values from the calculation:
- M (Da) = 1208.40
- <S²> = 3.7830
- net charge = -1
- spin multiplicity = 4
- HOMO-LUMO gap (spin up / spin down) (eV) = 4.97 / 6.41
- energy relative to the best compared isomer or geometry (same formula, charge and spin) (kcal/mol) = 47.73

---

Max |F|? In order: 0.872; 5.177; 0.523; 0.163; 3.415 eV/A.
Energy? In order: -138508.7191; -54359.1574; -224647.7624; -213771.6135; -143312.4748 eV.